No. 1
88
Properties=species:S:1:pos:R:3:lowdin_charge:R:1 method="wB97M-V/def2-TZVPD" s2=0.80 total_charge=-1 multiplicity=2 orbital_gap_ev="4.8 / 5.0" molar_mass_g_mol=713.815
Ce 1.273 0.757 1.855 -0.59
Cl 2.566 -0.444 0.386 0.13
Cl -0.616 2.058 1.888 0.16
S 2.345 1.403 3.415 0.72
P -0.720 0.072 -2.189 1.14
N 2.638 3.036 5.456 -0.23
N 4.514 1.286 4.904 -0.24
C -2.552 0.496 -2.110 -0.45
C -5.510 0.266 -2.003 -0.21
C -0.737 -1.466 3.061 -0.07
C 4.972 0.240 3.983 -0.10
C 1.638 1.212 -5.500 -0.21
C -0.608 -2.618 -1.304 -0.22
C -0.572 -1.757 -2.583 -0.45
C 1.214 0.517 -4.197 -0.21
C 5.419 1.620 5.989 -0.12
C 0.480 -1.260 3.746 -0.23
C 1.433 2.730 -5.418 -0.21
C -1.476 -2.369 -3.664 -0.21
C -3.398 0.463 -3.395 -0.21
C 0.862 -2.195 4.731 -0.05
C -1.121 -3.504 4.304 -0.14
C 3.176 3.671 6.656 -0.11
C -4.803 1.029 -3.130 -0.20
C -0.195 -4.066 -1.607 -0.20
C 3.214 1.927 4.678 -0.47
C -1.056 -3.814 -3.975 -0.21
C -0.436 2.368 -3.749 -0.22
C 1.356 -0.136 3.455 -0.71
C -1.070 -4.679 -2.708 -0.21
C -4.663 0.261 -0.724 -0.20
C -0.245 0.841 -3.830 -0.48
C 1.370 3.619 5.015 -0.12
C -3.256 -0.294 -0.992 -0.22
C -1.524 -2.578 3.337 -0.11
C 0.073 -3.307 5.002 -0.12
C -0.017 3.065 -5.052 -0.21
H 5.038 0.646 2.952 0.08
H -0.895 0.449 -4.627 0.10
H 6.354 1.023 5.970 0.08
H 0.570 2.848 5.029 0.09
H 4.944 1.376 6.962 0.08
H -2.514 -2.373 -3.306 0.10
H 0.169 2.753 -2.916 0.12
H 0.385 -4.021 5.759 0.09
H -5.401 0.993 -4.049 0.10
H -5.681 -0.772 -2.325 0.11
H 1.039 0.811 -6.331 0.11
H 1.477 4.032 3.989 0.08
H 0.051 -2.180 -0.546 0.09
H -4.714 2.089 -2.850 0.11
H -5.157 -0.329 0.058 0.11
H -0.041 -3.809 -4.399 0.11
H 1.794 -2.040 5.270 0.10
H 2.686 0.979 -5.722 0.11
H -1.622 -2.614 -0.884 0.10
H -1.454 -1.764 -4.577 0.10
H 5.744 2.678 5.898 0.08
H 2.103 3.143 -4.651 0.11
H 1.868 0.844 -3.376 0.12
H -0.681 2.737 -5.865 0.11
H 5.976 -0.160 4.239 0.08
H -2.104 -4.761 -2.341 0.11
H -2.519 1.546 -1.775 0.10
H -1.479 2.613 -3.518 0.09
H -1.740 -4.371 4.519 0.08
H -0.735 -5.698 -2.938 0.10
H 0.856 -4.076 -1.933 0.12
H -0.147 4.149 -4.953 0.11
H -0.250 -4.672 -0.694 0.11
H -4.576 1.288 -0.342 0.12
H -6.496 0.703 -1.806 0.10
H 2.124 0.053 4.210 -0.01
H -2.654 -0.270 -0.076 0.10
H 4.278 -0.625 4.002 0.08
H 0.464 -1.812 -2.954 0.10
H 3.357 4.748 6.452 0.08
H 1.034 4.453 5.671 0.08
H -2.916 1.036 -4.194 0.09
H 4.091 3.281 7.072 0.03
H 2.430 3.591 7.476 0.08
H -3.489 -0.568 -3.755 0.10
H -3.341 -1.347 -1.292 0.10
H -2.461 -2.720 2.806 0.09
H -1.074 -0.726 2.339 0.06
H -1.717 -4.244 -4.737 0.10
H 1.353 -0.564 -4.302 0.10
H 1.707 3.204 -6.369 0.10


No. 2
110
Properties=species:S:1:pos:R:3:lowdin_charge:R:1 method="wB97M-V/def2-TZVPD" relative_energy_kcal_mol=69.1 smiles="C[C@H](O)COc1cccc2c1C(=O)C=C(C(F)(F)C(F)(F)F)C2=O.CCOS(C)(=O)=O.CCOS(C)(=O)=O.CCOS(C)(=O)=O.CCOS(C)(=O)=O.CCOS(C)(=O)=O" multiplicity=1 orbital_gap_ev=8.1 molar_mass_g_mol=971.044
S -2.697 1.125 -4.217 0.58
S 5.496 -0.296 -4.294 0.58
S 5.492 6.829 -2.799 0.58
S -4.465 -5.654 5.511 0.59
S 2.120 0.401 5.914 0.59
F 1.489 4.262 0.350 0.09
F 2.363 2.061 1.508 0.13
F -0.287 3.310 -0.597 0.16
F 1.826 2.727 -1.306 0.11
F 0.180 2.237 1.841 0.08
O -3.965 -1.342 0.316 -0.07
O -1.323 1.022 -3.830 -0.28
O 6.587 6.027 -2.340 -0.28
O -3.521 -0.044 -4.316 -0.28
O 4.352 -0.259 -3.167 -0.27
O 2.238 -0.739 1.949 0.10
O 4.870 6.596 -4.070 -0.28
O -5.015 -4.417 5.983 -0.27
O 2.964 0.503 7.069 -0.28
O 4.888 -0.564 -5.565 -0.28
O -2.823 1.976 -5.570 -0.26
O -3.303 -5.689 4.672 -0.29
O 0.019 -1.755 -2.383 0.08
O 4.359 6.861 -1.662 -0.26
O 1.098 -0.604 5.816 -0.29
O -5.631 -6.514 4.818 -0.26
O 6.599 -1.072 -3.810 -0.28
O 1.464 1.839 5.622 -0.26
O -2.271 -3.648 -1.272 -0.06
C -1.850 -4.030 1.113 0.03
C -2.681 0.367 -7.403 -0.07
C 0.240 0.236 -0.817 0.12
C -1.144 -3.730 2.368 -0.02
C -0.508 -2.208 -0.001 0.02
C 4.145 -2.542 -2.327 -0.07
C 0.840 0.506 0.363 -0.01
C 3.468 5.743 -1.560 -0.25
C -0.122 -2.663 2.486 0.01
C -3.164 -2.613 -1.725 -0.13
C -1.544 -3.283 -0.126 -0.16
C -5.635 -5.877 2.460 -0.08
C 5.933 1.415 -4.217 -0.12
C -2.056 1.562 -6.709 -0.26
C 0.182 -1.898 1.289 -0.05
C 4.124 4.561 -0.873 -0.07
C 1.222 -0.708 1.302 -0.23
C -5.443 -1.388 -1.630 -0.04
C -4.359 -2.237 -0.742 -0.33
C 1.154 1.947 0.866 -0.31
C 0.327 2.237 6.394 -0.27
C 0.995 3.071 -0.236 -0.40
C 3.475 -1.387 -3.046 -0.26
C 5.957 8.531 -2.691 -0.12
C 0.724 2.701 7.783 -0.08
C -4.195 -6.722 6.891 -0.12
C -3.493 2.293 -3.157 -0.11
C -0.080 -1.311 -1.228 -0.23
C 3.135 0.326 4.473 -0.12
C -6.396 -5.903 3.773 -0.26
H -5.066 -1.333 -2.693 0.06
H 6.252 8.750 -1.667 0.07
H 4.954 -2.962 -2.926 0.07
H -1.371 -4.269 3.324 0.10
H 6.778 1.573 -4.885 0.08
H -4.903 -3.148 -0.380 0.14
H 3.102 -1.694 -4.026 0.12
H 3.734 -0.581 4.532 0.09
H -2.038 2.408 -7.397 0.12
H -2.630 -0.523 -6.775 0.07
H -3.575 1.844 -2.168 0.07
H -2.614 -4.835 1.167 0.11
H -2.651 -1.661 -2.022 0.12
H 5.112 9.146 -2.994 0.07
H -3.735 0.552 -7.617 0.09
H -0.140 3.065 5.858 0.12
H 0.392 -2.425 3.442 0.11
H -3.647 -3.007 -2.665 0.14
H 6.799 8.689 -3.364 0.08
H -4.485 2.508 -3.552 0.08
H -6.466 -1.835 -1.631 0.07
H -0.408 1.429 6.442 0.12
H -5.091 -6.736 7.507 0.08
H 3.424 -3.338 -2.126 0.08
H -2.889 3.197 -3.112 0.07
H -0.066 1.062 -1.500 0.11
H -6.714 -4.899 4.065 0.12
H 2.615 -1.054 -2.464 0.10
H -0.136 3.123 8.307 0.08
H -4.738 -0.874 0.666 0.09
H -7.298 -6.505 3.653 0.12
H 2.616 6.076 -0.967 0.11
H -5.255 -6.870 2.214 0.09
H 1.109 1.872 8.379 0.07
H -1.022 1.357 -6.423 0.12
H 3.398 3.785 -0.689 0.03
H -4.775 -5.206 2.518 0.06
H 4.572 4.861 0.076 0.10
H -6.279 -5.531 1.650 0.08
H 2.496 0.296 3.595 0.03
H 5.082 2.011 -4.539 0.07
H -2.160 0.151 -8.338 0.08
H -5.425 -0.320 -1.266 0.08
H 3.086 5.465 -2.546 0.12
H 4.581 -2.209 -1.383 0.08
H 1.512 3.454 7.728 0.08
H 3.784 1.200 4.453 0.08
H 6.216 1.660 -3.195 0.07
H -3.354 -6.326 7.459 0.08
H -3.959 -7.719 6.523 0.08
H 4.924 4.145 -1.489 0.07


No. 3
94
Properties=species:S:1:pos:R:3:lowdin_charge:R:1 method="wB97M-V/def2-TZVPD" relative_energy_kcal_mol=0.0 multiplicity=1 orbital_gap_ev=9.7 molar_mass_g_mol=609.765
O 0.233 0.230 -0.561 0.03
O 1.746 -3.858 -2.410 0.12
O 2.394 1.138 1.833 0.01
O 3.017 3.331 1.710 0.08
O -0.073 -3.414 -1.145 0.04
O -4.191 3.959 -1.458 0.12
O -3.117 2.171 1.985 0.07
O -3.810 1.763 -1.096 0.04
N -2.219 -0.174 3.004 0.15
N 2.524 2.121 -0.141 0.09
N -1.657 2.074 0.241 0.13
N -0.696 -1.618 2.377 0.11
N 1.015 -1.689 0.343 0.14
C 5.294 -1.739 0.898 -0.07
C 1.173 -3.240 -1.552 -0.43
C 0.256 3.927 -0.928 -0.18
C -0.713 -0.588 1.475 -0.14
C 1.377 3.456 -1.853 -0.18
C 0.202 -0.625 0.326 -0.39
C -1.133 -4.123 -3.227 -0.01
C 1.526 1.945 3.954 -0.01
C -1.137 3.666 -1.511 -0.12
C 3.244 -2.477 -0.339 -0.11
C 1.829 -2.088 -0.772 -0.18
C -5.276 1.647 -3.046 -0.02
C 2.665 2.299 1.190 -0.56
C 4.571 -0.482 -1.135 -0.07
C -1.601 -1.340 3.272 -0.15
C 2.672 3.209 -1.080 -0.17
C 2.560 1.052 3.268 -0.56
C -2.223 1.616 1.361 -0.42
C -3.517 3.050 -1.049 -0.45
C -2.263 -4.232 -0.983 -0.02
C -2.132 3.264 -0.420 -0.20
C -0.947 -4.411 -1.739 -0.56
C -6.212 1.879 -0.714 -0.01
C 3.982 1.436 3.679 -0.01
C 2.312 -0.420 3.604 -0.01
C -1.676 0.333 1.860 -0.08
C 4.092 -1.271 0.080 -0.42
C -0.374 -5.808 -1.513 -0.02
C -5.096 1.289 -1.572 -0.56
C -5.014 -0.227 -1.388 -0.02
H 4.702 0.831 3.131 0.08
H 1.590 1.827 5.032 0.09
H 4.111 1.260 4.744 0.09
H 1.559 4.186 -2.643 0.12
H -3.002 -4.940 -1.346 0.09
H -6.296 2.949 -0.885 0.08
H 3.058 -1.043 3.118 0.08
H -6.208 1.226 -3.412 0.09
H 3.722 -2.999 -1.170 0.13
H -1.870 -4.805 -3.642 0.09
H -1.071 -6.553 -1.885 0.09
H -2.107 -4.394 0.081 0.09
H -1.479 -3.101 -3.369 0.09
H -4.453 1.247 -3.634 0.09
H -7.158 1.405 -0.962 0.09
H 5.911 -2.417 0.311 0.08
H -4.178 -0.625 -1.958 0.08
H -1.085 2.842 -2.228 0.12
H -2.954 0.305 3.507 0.17
H 4.976 -2.260 1.798 0.07
H -2.639 -3.221 -1.123 0.08
H 3.739 -0.160 -1.755 0.07
H -1.520 4.542 -2.034 0.13
H 5.113 0.405 -0.817 0.08
H 2.960 4.092 -0.504 0.12
H -5.304 2.727 -3.169 0.08
H 2.379 -0.565 4.678 0.09
H 0.864 -2.347 1.097 0.14
H -5.932 -0.696 -1.728 0.09
H -4.860 -0.464 -0.338 0.09
H -0.194 -4.252 -3.759 0.08
H 0.571 -5.918 -2.037 0.08
H 3.163 -3.178 0.496 0.13
H 1.085 2.514 -2.324 0.11
H -2.244 4.067 0.319 0.17
H 0.524 1.675 3.625 0.08
H 0.380 4.986 -0.703 0.12
H 5.906 -0.890 1.192 0.07
H 5.235 -1.092 -1.745 0.08
H 1.867 -1.236 -1.463 0.15
H 2.020 1.301 -0.453 0.11
H 0.350 3.383 0.013 0.10
H 1.330 -0.732 3.265 0.05
H -1.828 -1.957 4.119 0.12
H -5.994 1.713 0.339 0.09
H 1.710 2.985 3.700 0.08
H 4.170 2.484 3.466 0.08
H 3.480 2.966 -1.780 0.12
H 3.476 -0.616 0.704 0.10
H -0.210 -5.978 -0.451 0.09
H -0.973 1.485 -0.243 0.11